Record 1
A cluster of 2 separate species, C2H8N2O2 in total at a distorted geometry. Source: the OMol25 dataset; level of theory: ωB97M-V with the def2-TZVPD basis set.

Structure (XYZ):
```
14
Properties=species:S:1:pos:R:3:lowdin_charge:R:1
O 2.231 1.209 -0.641 0.08
C 2.093 0.034 -0.799 -0.43
O 2.388 -0.859 0.136 0.09
H 1.692 -0.310 -1.765 0.15
H 2.199 -1.748 -0.192 0.12
N -0.732 1.152 1.049 0.02
C -0.907 -0.239 0.644 -0.37
N -1.811 -0.534 -0.472 -0.01
H -1.551 1.638 0.737 0.05
H 0.156 1.557 0.814 0.04
H -1.412 -0.759 1.469 0.10
H 0.059 -0.682 0.473 0.06
H -1.620 0.095 -1.235 0.05
H -2.785 -0.554 -0.219 0.05
```

The value obtained for the total energy is -9278.4461 eV. As for the spin multiplicity: 1. The value obtained for the orbital gap is 9.4 eV. The value obtained for the molar mass is 92.10 g mol⁻¹. The calculation puts the lowest unoccupied orbital energy at 0.570 eV. The SMILES is O=CO.NCN. The calculation puts the largest force on an atom at 0.0294 Eh/bohr. The value obtained for the energy above the lowest of the compared OMol25 structures with the same formula, charge and spin is 33.8 kcal/mol. Its HOMO energy is -8.79 eV.

---

Record 2
A cluster of 2 separate species, C2H8N2O2 in total at a distorted geometry. Source: the OMol25 dataset; level of theory: ωB97M-V with the def2-TZVPD basis set.

Structure (XYZ):
```
14
Properties=species:S:1:pos:R:3:lowdin_charge:R:1
C -0.332 -1.381 -1.515 -0.10
N -0.019 -0.026 -1.351 -0.03
C 0.152 0.665 -0.227 -0.57
N 0.836 1.963 -0.443 0.09
O -0.322 0.399 0.879 0.03
H -0.751 -1.685 -0.572 0.07
H -1.153 -1.555 -2.294 0.11
H 0.547 -2.062 -1.730 0.10
H -0.078 0.558 -2.181 0.14
H 0.274 2.619 0.211 0.13
H 0.839 2.289 -1.397 0.06
O -0.184 -0.504 3.874 -0.06
H -0.087 -1.359 3.492 0.01
H 0.278 0.081 3.254 0.02
```

The value obtained for the total energy is -9279.0215 eV. As for the spin multiplicity: 1. The value obtained for the orbital gap is 10.6 eV. The value obtained for the molar mass is 92.10 g mol⁻¹. The calculation puts the lowest unoccupied orbital energy at 0.544 eV. The SMILES is CNC(N)=O.O. The calculation puts the largest force on an atom at 0.0707 Eh/bohr. The value obtained for the energy above the lowest of the compared OMol25 structures with the same formula, charge and spin is 20.5 kcal/mol. Its HOMO energy is -10.06 eV.

---

Record 3
A cluster of 2 separate species, C2H8N2O2 in total at a distorted geometry. Source: the OMol25 dataset; level of theory: ωB97M-V with the def2-TZVPD basis set.

Structure (XYZ):
```
14
Properties=species:S:1:pos:R:3:lowdin_charge:R:1
N 0.514 -1.877 -0.317 0.00
C 0.818 -0.484 -0.036 -0.21
C 0.155 0.495 -1.001 -0.56
N -1.042 0.103 -1.473 0.16
O 0.671 1.578 -1.207 0.04
H 0.788 -2.489 0.436 0.07
H 0.922 -2.150 -1.210 0.08
H 0.615 -0.289 1.016 0.10
H 1.878 -0.177 -0.094 0.12
H -1.356 -0.844 -1.366 0.09
H -1.557 0.634 -2.158 0.11
O -1.042 0.504 3.218 -0.07
H -1.265 0.980 2.401 0.04
H -0.189 0.915 3.414 0.04
```

The value obtained for the total energy is -9279.3162 eV. As for the spin multiplicity: 1. The value obtained for the orbital gap is 10.4 eV. The value obtained for the molar mass is 92.10 g mol⁻¹. The calculation puts the lowest unoccupied orbital energy at 0.717 eV. The SMILES is NCC(N)=O.O. The calculation puts the largest force on an atom at 0.0230 Eh/bohr. The value obtained for the energy above the lowest of the compared OMol25 structures with the same formula, charge and spin is 13.7 kcal/mol. Its HOMO energy is -9.66 eV.

---

Record 4
A structure of composition C2H8N2O2 at a distorted geometry. Source: the OMol25 dataset; level of theory: ωB97M-V with the def2-TZVPD basis set.

Structure (XYZ):
```
14
Properties=species:S:1:pos:R:3:lowdin_charge:R:1
C 2.133 -0.300 0.287 -0.21
O 0.957 -0.275 -0.462 -0.32
H -0.550 -1.348 -0.937 0.14
H 1.993 -0.217 1.378 0.07
H 2.634 -1.260 0.109 0.08
H 2.785 0.532 -0.021 0.07
N -1.362 -0.734 -0.683 0.01
C -0.404 0.750 0.039 -0.24
O -2.137 -1.313 0.364 -0.04
N -0.876 1.787 -0.508 0.04
H -2.456 -0.514 0.820 0.10
H -1.944 -0.515 -1.494 0.14
H -0.690 2.632 0.022 0.05
H -0.081 0.776 1.087 0.12
```

The value obtained for the total energy is -9273.5400 eV. As for the spin multiplicity: 1. The value obtained for the orbital gap is 9.4 eV. The value obtained for the molar mass is 92.10 g mol⁻¹. The calculation puts the lowest unoccupied orbital energy at 0.749 eV. The calculation puts the largest force on an atom at 0.0299 Eh/bohr. The value obtained for the energy above the lowest of the compared OMol25 structures with the same formula, charge and spin is 146.9 kcal/mol. Its HOMO energy is -8.64 eV.